Record 1
Formula: C5H8O
Source: OMol25
Level of theory: ωB97M-V/def2-TZVPD

Geometry (Å):
C -1.799 -0.114 0.360
C -0.334 0.245 0.392
C 0.297 0.995 -0.736
C 0.888 -0.378 -0.811
C 1.699 -0.622 0.308
O 0.301 0.081 1.523
H -1.998 -0.975 1.004
H -2.363 0.739 0.755
H -2.170 -0.333 -0.648
H 0.974 1.788 -0.398
H -0.324 1.301 -1.580
H 0.548 -1.147 -1.488
H 2.479 0.062 0.641
H 1.801 -1.641 0.677

## Properties
- Energy relative to the best compared isomer or geometry (same formula, charge and spin): 4.106 eV
- HOMO energy: -7.6 eV
- Gap between HOMO and LUMO: 7.782 eV
- Energy: -7358.1494 eV
- LUMO energy: 0.2 eV

Record 2
Formula: C5H8O
Source: OMol25
Level of theory: ωB97M-V/def2-TZVPD

Geometry (Å):
C -0.229 0.072 -1.291
C 0.454 -1.070 -0.619
C -0.287 -0.055 0.205
C 0.319 0.887 1.201
O -0.738 0.743 2.011
C -1.458 -0.189 1.155
H 0.377 0.880 -1.690
H -1.149 -0.127 -1.834
H 0.009 -2.058 -0.702
H 1.537 -1.056 -0.545
H 2.452 1.558 0.045
H 2.974 1.613 -0.489
H -1.599 -1.149 1.659
H -2.418 0.232 0.843

## Properties
- Energy relative to the best compared isomer or geometry (same formula, charge and spin): 5.212 eV
- HOMO energy: -8.7 eV
- Gap between HOMO and LUMO: 9.588 eV
- Energy: -7357.0435 eV
- LUMO energy: 0.9 eV

Record 3
Formula: C5H8O
Source: OMol25
Level of theory: ωB97M-V/def2-TZVPD

Geometry (Å):
C -1.093 0.227 1.233
O -0.638 -0.916 1.864
C 0.117 -0.510 0.731
C 0.701 0.865 0.159
C 0.727 0.091 -1.171
C 0.001 -1.167 -0.628
H -0.949 1.129 1.844
H -1.879 0.280 0.490
H 1.596 1.256 0.617
H -0.007 1.722 0.050
H 1.761 -0.112 -1.429
H 0.209 0.577 -1.998
H 0.518 -2.111 -0.851
H -1.048 -1.290 -0.937

## Properties
- Energy relative to the best compared isomer or geometry (same formula, charge and spin): 4.603 eV
- HOMO energy: -8.6 eV
- Gap between HOMO and LUMO: 9.648 eV
- Energy: -7357.6522 eV
- LUMO energy: 1.1 eV

Record 4
Formula: C5H8O
Source: OMol25
Level of theory: ωB97M-V/def2-TZVPD

Geometry (Å):
C 2.350 0.120 0.308
C 1.416 -0.166 -0.768
C 0.277 -0.144 -1.189
C -0.955 0.283 -0.455
C -1.881 -0.875 -0.149
O -0.582 0.797 0.839
H 2.843 -0.751 0.743
H 1.562 0.478 1.007
H 3.063 0.921 0.096
H -1.472 1.073 -1.007
H -1.313 -1.669 0.346
H -2.657 -0.523 0.535
H -2.331 -1.268 -1.063
H -0.320 1.723 0.758

## Properties
- Energy relative to the best compared isomer or geometry (same formula, charge and spin): 3.273 eV
- HOMO energy: -9.5 eV
- Gap between HOMO and LUMO: 10.204 eV
- Energy: -7358.9825 eV
- LUMO energy: 0.7 eV

Record 5
Formula: C5H8O
Source: OMol25
Level of theory: ωB97M-V/def2-TZVPD

Geometry (Å):
O -2.247 -0.293 -0.720
C -1.881 0.521 0.302
C -0.700 0.556 0.921
C 1.642 0.489 -0.122
C 0.889 -0.582 -0.853
C 0.517 -0.230 0.572
H -2.694 1.186 0.580
H -0.596 1.258 1.744
H 1.448 1.516 -0.419
H 2.661 0.291 0.194
H 0.246 -0.263 -1.669
H 1.392 -1.529 -1.027
H -1.528 -0.925 -0.864
H 0.834 -0.955 1.320

## Properties
- Energy relative to the best compared isomer or geometry (same formula, charge and spin): 1.600 eV
- HOMO energy: -8.7 eV
- Gap between HOMO and LUMO: 9.751 eV
- Energy: -7360.6548 eV
- LUMO energy: 1.0 eV

Record 6
Formula: C5H8O
Source: OMol25
Level of theory: ωB97M-V/def2-TZVPD

Geometry (Å):
O -2.205 1.597 -0.454
C -1.132 0.772 -0.434
C 0.146 1.176 -0.279
C 1.344 0.362 -0.073
C 1.319 -0.939 0.254
C 0.021 -1.654 0.458
H -1.898 2.485 -0.234
H -1.463 -0.239 -0.606
H -0.622 -0.984 1.104
H 0.302 2.254 -0.242
H 2.294 0.900 -0.082
H 2.242 -1.457 0.509
H -0.570 -1.750 -0.456
H 0.143 -2.656 0.873

## Properties
- Energy relative to the best compared isomer or geometry (same formula, charge and spin): 1.622 eV
- HOMO energy: -8.1 eV
- Gap between HOMO and LUMO: 9.060 eV
- Energy: -7360.6331 eV
- LUMO energy: 0.9 eV

Record 7
Formula: C5H8O
Source: OMol25
Level of theory: ωB97M-V/def2-TZVPD

Geometry (Å):
C -1.870 0.280 -0.596
C -0.486 0.120 -0.055
C 0.570 0.941 -0.144
C 1.689 0.350 0.571
O 1.311 -0.835 1.082
C -0.050 -1.105 0.701
H -2.115 -0.541 -1.284
H -1.977 1.224 -1.139
H -2.620 0.257 0.205
H 0.620 1.896 -0.655
H 2.765 0.566 0.367
H 2.879 0.143 -0.773
H -0.618 -1.275 1.625
H -0.098 -2.023 0.095

## Properties
- Energy relative to the best compared isomer or geometry (same formula, charge and spin): 4.503 eV
- HOMO energy (spin up / spin down): -7.4 / -7.4 eV
- Gap between HOMO and LUMO (spin up / spin down): 7.825 / 7.827 eV
- Energy: -7357.7522 eV
- LUMO energy (spin up / spin down): 0.4 / 0.4 eV

Record 8
Formula: C5H8O
Source: OMol25
Level of theory: ωB97M-V/def2-TZVPD

Geometry (Å):
C -0.372 -0.979 0.487
C -1.573 -0.141 0.033
C 0.532 0.197 -1.595
O 0.875 1.414 -1.194
C 1.286 1.035 0.148
C 0.869 -0.401 -0.197
H -0.258 -1.030 1.582
H -0.508 -2.011 0.147
H -1.605 0.839 0.523
H -2.538 -0.638 0.181
H -1.461 0.026 -1.031
H 0.703 1.575 0.902
H 2.356 1.228 0.280
H 1.696 -1.114 -0.265

## Properties
- Energy relative to the best compared isomer or geometry (same formula, charge and spin): 3.714 eV
- HOMO energy: -8.5 eV
- Gap between HOMO and LUMO: 9.427 eV
- Energy: -7358.5412 eV
- LUMO energy: 0.9 eV

Record 9
Formula: C5H8O
Source: OMol25
Level of theory: ωB97M-V/def2-TZVPD

Geometry (Å):
C 1.658 0.233 -1.048
C 0.455 0.270 -0.143
C -0.130 -0.702 1.002
C -1.512 -0.350 0.562
C -0.913 0.817 -0.341
O 0.078 1.557 0.349
H 1.737 -0.752 -1.513
H 2.588 0.427 -0.497
H 1.589 0.993 -1.839
H -0.437 -1.733 1.380
H 0.139 -0.226 1.945
H -1.956 -1.054 -0.144
H -2.001 -0.759 1.548
H -1.297 1.278 -1.260

## Properties
- Energy relative to the best compared isomer or geometry (same formula, charge and spin): 4.542 eV
- HOMO energy: -9.6 eV
- Gap between HOMO and LUMO: 10.681 eV
- Energy: -7357.7131 eV
- LUMO energy: 1.1 eV

Record 10
Formula: C5H8O
Source: OMol25
Level of theory: ωB97M-V/def2-TZVPD

Geometry (Å):
O -1.212 1.879 0.116
C -0.775 0.610 0.546
C -1.069 -0.625 -0.337
C 0.342 -1.110 0.007
C 1.356 -0.218 -0.630
C 0.697 0.252 0.624
H -0.467 2.315 -0.310
H -1.144 0.433 1.561
H -1.221 -0.374 -1.395
H -1.889 -1.267 -0.006
H 0.560 -2.098 0.395
H 1.171 0.217 -1.611
H 2.394 -0.516 -0.479
H 1.257 0.501 1.521

## Properties
- Energy relative to the best compared isomer or geometry (same formula, charge and spin): 1.990 eV
- HOMO energy: -9.8 eV
- Gap between HOMO and LUMO: 10.797 eV
- Energy: -7360.2649 eV
- LUMO energy: 1.0 eV

Record 11
Formula: C5H8O
Source: OMol25
Level of theory: ωB97M-V/def2-TZVPD

Geometry (Å):
C 1.407 -1.085 -0.471
C -2.176 -0.375 0.017
C -1.441 0.619 0.435
O -0.305 0.202 1.028
C 0.508 1.010 0.288
C 1.489 0.356 -0.240
H 1.685 -1.423 -1.466
H 0.833 -1.840 0.075
H -3.026 0.054 -0.414
H -2.372 -1.435 0.263
H -1.809 1.678 0.542
H 0.463 2.084 0.433
H 2.147 0.984 -0.796
H 2.596 -0.827 0.307

## Properties
- Energy relative to the best compared isomer or geometry (same formula, charge and spin): 5.799 eV
- HOMO energy: -8.3 eV
- Gap between HOMO and LUMO: 9.316 eV
- Energy: -7356.4567 eV
- LUMO energy: 1.0 eV

Record 12
Formula: C5H8O
Source: OMol25
Level of theory: ωB97M-V/def2-TZVPD

Geometry (Å):
C 1.499 -0.289 0.383
C 0.394 0.562 -0.243
C -0.608 -0.266 -1.037
C -1.432 -1.145 -0.474
O -0.426 1.010 1.982
C -0.393 1.316 0.814
H 1.074 -0.988 1.108
H 2.221 0.342 0.912
H 2.028 -0.861 -0.385
H 0.832 1.309 -0.917
H -0.633 -0.117 -2.115
H -1.438 -1.310 0.603
H -2.126 -1.734 -1.066
H -0.991 2.172 0.435

## Properties
- Energy relative to the best compared isomer or geometry (same formula, charge and spin): 1.128 eV
- HOMO energy: -9.7 eV
- Gap between HOMO and LUMO: 10.689 eV
- Energy: -7361.1277 eV
- LUMO energy: 1.0 eV

Record 13
Formula: C5H8O
Source: OMol25
Level of theory: ωB97M-V/def2-TZVPD

Geometry (Å):
O 1.079 0.187 -1.687
C 1.560 0.597 -0.482
C 1.125 0.096 0.676
C 0.092 -0.999 0.635
C -1.260 -0.514 0.139
C -1.568 0.770 -0.038
H 2.308 1.380 -0.573
H 1.454 0.522 1.618
H 0.450 -1.781 -0.053
H -0.023 -1.493 1.606
H 0.164 -0.126 -1.541
H -2.004 -1.278 -0.086
H -2.527 1.092 -0.429
H -0.850 1.547 0.213

## Properties
- Energy relative to the best compared isomer or geometry (same formula, charge and spin): 1.526 eV
- HOMO energy: -8.9 eV
- Gap between HOMO and LUMO: 9.917 eV
- Energy: -7360.7288 eV
- LUMO energy: 1.0 eV

Record 14
Formula: C5H8O
Source: OMol25
Level of theory: ωB97M-V/def2-TZVPD

Geometry (Å):
O 1.316 0.248 -1.655
C 1.059 -0.304 -0.385
C 0.691 0.691 0.746
C -0.693 0.090 0.887
C -1.396 -0.097 -0.391
C -0.272 -1.041 -0.141
H 0.550 0.755 -1.952
H 1.931 -0.930 -0.189
H 0.694 1.750 0.495
H 1.320 0.503 1.622
H -1.216 -0.101 1.825
H -1.242 0.709 -1.102
H -2.398 -0.506 -0.404
H -0.345 -1.767 0.644

## Properties
- Energy relative to the best compared isomer or geometry (same formula, charge and spin): 2.963 eV
- HOMO energy: -8.7 eV
- Gap between HOMO and LUMO: 9.792 eV
- Energy: -7359.2923 eV
- LUMO energy: 1.1 eV

Record 15
Formula: C5H8O
Source: OMol25
Level of theory: ωB97M-V/def2-TZVPD

Geometry (Å):
C 1.660 0.618 0.569
C 0.479 0.798 -0.333
C -0.432 -1.101 -0.927
C -1.478 -0.453 -0.065
O -1.064 -0.300 1.281
C -0.845 0.789 0.360
H 1.505 -0.067 1.413
H 1.827 1.620 1.001
H 2.573 0.360 0.025
H 0.371 -0.133 -1.238
H 0.054 -1.987 -0.514
H -0.756 -1.265 -1.962
H -2.542 -0.595 -0.231
H -1.352 1.715 0.622

## Properties
- Energy relative to the best compared isomer or geometry (same formula, charge and spin): 5.412 eV
- HOMO energy: -8.2 eV
- Gap between HOMO and LUMO: 8.700 eV
- Energy: -7356.8431 eV
- LUMO energy: 0.5 eV

Record 16
Formula: C5H8O
Source: OMol25
Level of theory: ωB97M-V/def2-TZVPD

Geometry (Å):
C 0.430 -2.097 -1.086
O 1.361 -1.351 -0.340
C 1.272 0.047 -0.526
C -0.038 0.679 -0.124
C -0.331 1.698 0.637
C -0.899 2.714 1.229
H 0.433 -1.813 -2.151
H 0.718 -3.150 -1.008
H -0.589 -1.982 -0.693
H 2.108 0.466 0.040
H 1.412 0.285 -1.593
H -1.168 3.597 0.657
H -1.157 2.691 2.280
H -0.910 0.473 -0.727

## Properties
- Energy relative to the best compared isomer or geometry (same formula, charge and spin): 2.841 eV
- HOMO energy: -9.3 eV
- Gap between HOMO and LUMO: 10.203 eV
- Energy: -7359.4147 eV
- LUMO energy: 0.9 eV

Record 17
Formula: C5H8O
Source: OMol25
Level of theory: ωB97M-V/def2-TZVPD

Geometry (Å):
C -2.171 0.697 -0.030
C -2.700 -0.410 0.478
C 2.068 0.633 -0.646
C 1.652 -0.830 -0.746
O 1.475 -0.836 0.729
C 1.759 0.481 0.653
H -2.212 0.916 -1.095
H -1.684 1.439 0.598
H -2.665 -0.624 1.544
H -3.196 -1.148 -0.148
H 0.630 -1.016 -1.100
H 2.324 -1.585 -1.152
H 1.660 1.181 1.466
H 3.060 1.102 -0.551

## Properties
- Energy relative to the best compared isomer or geometry (same formula, charge and spin): 4.547 eV
- HOMO energy: -8.8 eV
- Gap between HOMO and LUMO: 9.871 eV
- Energy: -7357.7079 eV
- LUMO energy: 1.1 eV

Record 18
Formula: C5H8O
Source: OMol25
Level of theory: ωB97M-V/def2-TZVPD

Geometry (Å):
C 1.874 0.395 -0.457
C 0.787 -0.627 -0.216
C 0.721 -1.802 0.348
C -0.711 -0.381 -0.623
C -1.617 0.068 0.539
O -0.940 0.931 1.421
H 1.583 1.330 0.024
H 2.831 0.059 -0.047
H 1.994 0.557 -1.531
H -0.581 0.442 -1.319
H -1.201 -1.199 -1.186
H -2.470 0.638 0.144
H -2.024 -0.809 1.068
H -0.248 0.399 1.834

## Properties
- Energy relative to the best compared isomer or geometry (same formula, charge and spin): 4.173 eV
- HOMO energy: -9.9 eV
- Gap between HOMO and LUMO: 9.913 eV
- Energy: -7358.0826 eV
- LUMO energy: 0.0 eV

Record 19
Formula: C5H8O
Source: OMol25
Level of theory: ωB97M-V/def2-TZVPD

Geometry (Å):
C -0.624 -1.901 0.048
C -0.632 -0.564 -0.654
C -0.899 0.681 0.176
O 1.391 2.326 0.412
C 0.415 0.429 -0.410
C 1.518 1.131 -0.278
H -0.143 -1.808 1.025
H -0.113 -2.685 -0.516
H -1.649 -2.243 0.210
H -1.086 -0.563 -1.638
H -1.475 1.513 -0.227
H -0.973 0.541 1.254
H 1.771 2.211 1.291
H 2.500 0.933 -0.693

## Properties
- Energy relative to the best compared isomer or geometry (same formula, charge and spin): 2.455 eV
- HOMO energy: -9.2 eV
- Gap between HOMO and LUMO: 10.123 eV
- Energy: -7359.8002 eV
- LUMO energy: 0.9 eV

Record 20
Formula: C5H8O
Source: OMol25
Level of theory: ωB97M-V/def2-TZVPD

Geometry (Å):
C -1.776 0.806 0.036
C -1.180 -0.322 -0.807
C 0.182 0.022 -1.329
C 1.166 -0.390 -0.746
C 1.995 -0.651 0.415
O 1.741 0.306 1.429
H -2.304 1.546 -0.571
H -2.473 0.374 0.760
H -0.996 1.327 0.603
H -0.951 -1.177 -0.154
H -1.854 -0.695 -1.571
H 3.037 -0.682 0.096
H 1.733 -1.627 0.852
H 1.681 1.163 0.987

## Properties
- Energy relative to the best compared isomer or geometry (same formula, charge and spin): 3.629 eV
- HOMO energy: -9.5 eV
- Gap between HOMO and LUMO: 10.411 eV
- Energy: -7358.6258 eV
- LUMO energy: 0.9 eV